[1]
# C18H38NO2P2Sm

A molecular structure, C18H38NO2P2Sm (ωB97M-V/def2-TZVPD, the Open Molecules 2025 dataset).

## Properties
orbital gap (spin up / spin down) = 6.75 / 6.80 eV
calculated total energy = -61330.882 eV
LUMO (spin up / spin down) = -7.84 / -7.74 eV
net charge = +2
spin multiplicity = 6

```
62
C18H38NO2P2Sm (ωB97M-V/def2-TZVPD)
Sm -0.027 0.422 0.213
P -0.376 0.367 -2.369
P 0.683 -0.939 2.357
N 1.594 -1.250 -0.655
C 0.558 -1.125 -2.945
H -0.122 -1.669 -3.623
H 1.427 -0.738 -3.508
C 1.064 -2.046 -1.819
H 0.275 -2.715 -1.445
H 1.847 -2.698 -2.244
C 2.356 -2.057 0.388
H 3.228 -1.454 0.690
H 2.729 -3.007 -0.042
C 1.479 -2.399 1.596
H 2.052 -2.851 2.425
H 0.637 -3.064 1.323
C -0.610 -1.282 3.612
C -2.052 -1.340 3.046
H -2.232 -2.265 2.484
H -2.330 -0.475 2.408
H -2.756 -1.316 3.903
C 1.989 0.205 3.016
C 1.445 1.614 3.390
H 2.171 2.392 3.085
H 1.294 1.694 4.477
H 0.500 1.892 2.884
C 0.430 1.908 -2.991
C -0.513 3.124 -2.839
H 0.078 4.050 -2.928
H -1.026 3.169 -1.858
H -1.278 3.105 -3.639
C -2.124 0.206 -2.881
C -3.091 1.196 -2.192
H -4.114 0.835 -2.390
H -2.992 2.213 -2.603
H -2.975 1.259 -1.094
C -1.757 -1.458 -0.006
O -2.593 -2.290 -0.075
C 2.664 -0.550 4.180
H 2.135 -1.485 4.464
H 3.684 -0.849 3.880
H 2.729 0.097 5.065
C 0.856 1.567 -4.435
H 0.566 2.397 -5.110
H 1.933 1.361 -4.478
H 0.354 0.658 -4.824
C -2.122 0.295 -4.408
H -3.149 0.124 -4.767
H -1.784 1.291 -4.749
H -1.476 -0.487 -4.845
C -0.515 -0.243 4.740
H -0.719 0.772 4.352
H -1.271 -0.478 5.510
H 0.483 -0.253 5.202
H -0.304 -2.302 3.939
H -2.392 -0.815 -2.543
H 2.699 0.336 2.174
H 1.310 2.052 -2.328
H 2.258 -0.542 -1.021
H 1.611 1.597 0.242
O -2.594 2.500 1.523
C -1.823 1.745 1.088
```

---

[2]
# C18H38O7

7 unconnected molecules or ions with the total composition C18H38O7 (ωB97M-V/def2-TZVPD, the Open Molecules 2025 dataset).

## Properties
orbital gap = 9.77 eV
calculated total energy = -33613.041 eV
LUMO = 0.64 eV
net charge = 0
structure (SMILES) = CC(C)=O.CC(C)=O.CC(C)=O.CC(C)=O.CC(C)=O.CC(C)=O.O

```
63
C18H38O7 (ωB97M-V/def2-TZVPD)
C 0.392 -1.449 -4.548
C 1.096 -0.277 -3.778
C 2.275 -0.616 -2.948
O 0.640 0.831 -3.902
H -0.590 -1.111 -4.963
H 0.333 -2.445 -4.125
H 1.127 -1.531 -5.387
H 2.659 0.260 -2.430
H 3.054 -1.069 -3.505
H 1.959 -1.349 -2.156
C 0.385 4.053 -2.958
C 0.014 3.020 -1.973
C -1.484 2.829 -1.682
O 0.827 2.370 -1.291
H 0.510 4.905 -2.217
H -0.455 4.219 -3.621
H 1.244 3.918 -3.612
H -1.558 2.518 -0.610
H -1.779 2.034 -2.402
H -2.135 3.691 -1.854
C 1.660 4.553 1.763
C 1.260 3.128 1.916
C 2.325 2.010 1.573
O 0.120 2.800 2.175
H 0.942 5.277 2.029
H 1.880 4.730 0.746
H 2.570 4.782 2.296
H 3.350 2.261 1.705
H 2.134 1.581 0.641
H 2.015 1.156 2.191
C -2.492 0.842 2.063
C -1.920 -0.381 2.749
C -2.519 -0.855 4.006
O -1.065 -1.069 2.294
H -2.137 1.830 2.428
H -3.567 0.819 2.267
H -2.355 0.766 0.987
H -2.003 -1.686 4.471
H -3.608 -1.222 3.998
H -2.561 -0.053 4.781
C -1.308 -2.877 -1.482
C -1.926 -1.772 -2.343
C -2.863 -2.211 -3.423
O -1.817 -0.562 -2.139
H -0.269 -3.017 -1.820
H -1.847 -3.854 -1.642
H -1.325 -2.788 -0.381
H -2.204 -2.662 -4.160
H -3.469 -1.377 -3.871
H -3.634 -2.781 -2.921
C 2.464 -2.216 4.176
C 1.497 -3.420 4.314
C 0.765 -3.766 3.060
O 1.326 -4.039 5.342
H 2.958 -1.923 5.140
H 2.010 -1.234 3.853
H 3.213 -2.383 3.375
H 0.024 -4.498 3.189
H 1.535 -4.164 2.359
H 0.482 -2.815 2.622
O 0.947 -0.631 -0.337
H 0.826 -0.789 0.578
H 0.070 -0.292 -0.607
```

---

[3]
# C18H39Cl4F9N3O8

9 unconnected molecules or ions with the total composition C18H39Cl4F9N3O8 (ωB97M-V/def2-TZVPD, the Open Molecules 2025 dataset).

## Properties
orbital gap (spin up / spin down) = 3.20 / 7.32 eV
calculated total energy = -114691.372 eV
LUMO (spin up / spin down) = -0.15 / -0.23 eV
net charge = 0
spin multiplicity = 2

```
81
C18H39Cl4F9N3O8 (ωB97M-V/def2-TZVPD)
N -2.173 -2.264 2.018
H -2.907 -2.780 1.554
H -1.990 -1.341 1.652
H -1.264 -2.677 1.867
H -2.323 -2.145 3.010
N 1.805 -3.371 3.457
H 2.769 -3.142 3.260
H 1.258 -3.226 2.621
H 1.339 -2.809 4.155
H 1.856 -4.332 3.763
N -0.704 1.656 3.537
H 0.119 2.229 3.416
H -0.823 1.124 2.687
H -1.435 2.336 3.693
H -0.629 1.016 4.315
O 0.470 -2.645 1.085
C 0.908 -1.346 0.763
C -0.133 -0.167 0.421
O -1.261 0.196 1.207
H 1.550 -1.531 -0.098
H 1.576 -1.017 1.560
H -0.455 -0.424 -0.588
H 0.477 0.708 0.196
C 0.443 1.763 -3.187
C 0.933 2.755 -2.202
O 1.777 3.657 -2.977
C 2.026 4.895 -2.451
O 1.703 5.278 -1.375
C 2.629 5.945 -3.409
F 1.741 6.916 -3.591
F 3.720 6.431 -2.867
F 2.810 5.358 -4.611
H -0.202 2.152 -3.975
H -0.125 0.962 -2.714
H 1.295 1.330 -3.709
H 1.449 2.229 -1.398
H 0.185 3.303 -1.630
C -2.563 -2.830 -1.576
C -2.119 -4.243 -1.159
O -3.203 -5.105 -1.023
C -3.809 -5.341 0.175
O -3.400 -4.921 1.258
C -5.142 -6.141 0.055
F -5.063 -7.274 0.681
F -6.129 -5.466 0.657
F -5.397 -6.350 -1.267
H -2.752 -2.761 -2.648
H -1.726 -2.164 -1.364
H -3.492 -2.585 -1.061
H -1.449 -4.211 -0.300
H -1.545 -4.703 -1.963
C 4.060 3.193 0.019
C 3.068 2.872 1.160
O 3.431 3.637 2.300
C 2.760 3.489 3.503
O 1.769 2.797 3.608
C 3.318 4.226 4.765
F 2.330 4.502 5.597
F 4.192 3.444 5.394
F 3.948 5.422 4.533
H 5.022 2.697 0.146
H 4.224 4.260 -0.130
H 3.667 2.772 -0.906
H 3.152 1.839 1.499
H 2.071 3.072 0.769
Cl 1.804 -2.189 -4.708
C 0.958 -2.385 -3.105
C 1.654 -3.629 -2.442
Cl 1.333 -5.188 -3.359
H -0.093 -2.561 -3.336
H 1.037 -1.427 -2.593
H 1.317 -3.822 -1.424
H 2.729 -3.456 -2.382
Cl -5.160 1.856 0.244
C -3.676 2.342 -0.644
C -3.172 1.140 -1.541
Cl -4.297 0.847 -2.876
H -2.923 2.521 0.124
H -3.774 3.272 -1.204
H -3.211 0.187 -1.015
H -2.167 1.345 -1.911
```

---

[4]
# C18H39CuO9

A molecular structure, C18H39CuO9 (ωB97M-V/def2-TZVPD, the Open Molecules 2025 dataset).

## Properties
orbital gap = 3.22 eV
calculated total energy = -82356.828 eV
LUMO = 4.13 eV
net charge = -2

```
67
C18H39CuO9 (ωB97M-V/def2-TZVPD)
Cu -15.649 -6.736 12.528
C -18.822 -7.277 15.402
C -18.758 -7.201 13.933
O -18.155 -5.987 13.515
H -19.596 -6.630 15.815
H -17.964 -6.831 15.906
H -18.949 -8.319 15.695
H -19.697 -7.619 13.569
H -18.115 -8.013 13.593
C -14.715 -3.753 10.165
C -15.837 -4.747 10.176
O -16.704 -4.588 11.286
H -13.991 -3.940 9.371
H -14.189 -3.746 11.120
H -14.994 -2.734 9.897
H -15.300 -5.692 10.250
H -16.242 -4.862 9.171
C -14.586 -4.801 16.723
C -14.915 -5.625 15.497
O -15.016 -4.920 14.323
H -14.535 -5.351 17.663
H -15.234 -3.951 16.940
H -13.607 -4.337 16.605
H -15.864 -6.128 15.680
H -14.240 -6.476 15.407
O -13.778 -7.828 11.377
C -12.755 -7.401 10.875
O -12.092 -7.875 9.828
C -12.690 -8.903 9.080
C -13.390 -8.395 7.898
C -12.101 -6.059 11.358
H -13.100 -9.594 9.816
H -11.960 -9.441 8.475
H -13.995 -7.622 8.373
H -14.111 -9.090 7.467
H -12.777 -7.975 7.101
H -12.717 -5.557 12.104
H -12.073 -5.380 10.506
H -11.083 -6.121 11.742
O -15.314 -8.689 13.815
C -15.317 -9.606 14.599
O -14.261 -10.110 15.151
C -13.023 -9.411 15.172
C -11.828 -10.343 15.204
C -16.603 -10.310 14.963
H -13.000 -8.673 15.974
H -12.955 -8.738 14.318
H -11.190 -10.095 14.356
H -12.216 -11.342 15.005
H -11.363 -10.287 16.188
H -17.421 -9.593 15.037
H -16.411 -10.724 15.952
H -16.879 -11.097 14.261
O -18.478 -7.014 10.370
C -18.970 -8.099 10.022
O -18.251 -9.115 9.830
C -16.788 -9.113 9.757
C -16.176 -10.362 10.450
C -20.428 -8.205 9.894
H -16.424 -8.176 10.179
H -16.424 -9.126 8.730
H -16.743 -10.729 11.305
H -15.127 -10.268 10.733
H -16.088 -11.203 9.763
H -20.855 -7.478 9.202
H -20.898 -7.921 10.835
H -20.728 -9.213 9.608
```

---

[5]
# C18H39NO25PS6

7 unconnected molecules or ions with the total composition C18H39NO25PS6 (ωB97M-V/def2-TZVPD, the Open Molecules 2025 dataset).

## Properties
orbital gap = 9.13 eV
calculated total energy = -146264.213 eV
LUMO = -2.67 eV
net charge = +1

```
90
C18H39NO25PS6 (ωB97M-V/def2-TZVPD)
C -1.291 2.139 -2.664
P -1.868 0.407 -2.550
C -1.384 -0.283 -0.918
C -3.696 0.643 -2.452
C -4.427 -0.690 -2.213
O -5.570 -0.565 -1.382
C -6.387 0.547 -1.650
C -5.645 1.889 -1.503
N -4.173 1.636 -1.417
H -1.776 2.546 -3.557
H -0.225 2.159 -2.875
H -1.523 2.796 -1.821
H -0.989 -1.282 -1.097
H -0.566 0.302 -0.493
H -2.175 -0.314 -0.165
H -3.985 1.057 -3.421
H -3.772 -1.401 -1.710
H -4.708 -1.108 -3.185
H -7.170 0.540 -0.894
H -6.888 0.471 -2.621
H -5.849 2.589 -2.311
H -5.943 2.369 -0.570
H -3.968 1.254 -0.491
H -3.667 2.514 -1.530
C 0.236 -2.424 3.464
C 1.428 -1.627 3.948
O 2.248 -1.499 2.762
S 1.346 -1.408 1.477
O 1.173 -0.043 1.098
O 1.804 -2.355 0.523
O -0.015 -1.909 2.134
H 0.465 -3.487 3.380
H -0.645 -2.283 4.081
H 1.992 -2.127 4.726
H 1.149 -0.630 4.283
C -1.317 1.303 7.322
C -2.384 0.318 7.760
O -1.808 -0.963 7.449
S -0.231 -0.916 7.671
O 0.111 -1.429 8.944
O 0.390 -1.437 6.499
O -0.086 0.668 7.702
H -1.317 1.446 6.240
H -1.389 2.265 7.821
H -3.319 0.428 7.218
H -2.571 0.367 8.833
C 4.727 -1.015 -1.158
C 4.374 0.275 -0.447
O 5.129 0.220 0.770
S 6.518 -0.531 0.502
O 7.539 0.432 0.277
O 6.676 -1.533 1.493
O 6.128 -1.178 -0.894
H 4.185 -1.867 -0.744
H 4.570 -0.972 -2.233
H 3.314 0.353 -0.219
H 4.690 1.151 -1.015
C 5.187 4.376 -4.130
C 5.355 3.266 -3.111
O 4.040 3.145 -2.528
S 2.930 3.448 -3.625
O 2.438 2.230 -4.172
O 2.023 4.400 -3.086
O 3.881 4.138 -4.690
H 5.188 5.360 -3.661
H 5.926 4.343 -4.924
H 6.070 3.504 -2.329
H 5.619 2.316 -3.577
C -10.566 -0.078 2.028
C -10.030 -0.011 0.612
O -9.781 1.390 0.405
S -9.325 2.071 1.781
O -7.902 2.152 1.802
O -10.127 3.216 1.993
O -9.775 0.890 2.741
H -11.613 0.221 2.082
H -10.436 -1.052 2.489
H -10.738 -0.361 -0.133
H -9.088 -0.556 0.515
C 9.255 -4.087 -4.898
C 9.050 -5.164 -3.850
O 8.273 -4.507 -2.838
S 7.288 -3.446 -3.501
O 5.996 -4.013 -3.672
O 7.438 -2.211 -2.822
O 7.998 -3.393 -4.930
H 10.037 -3.383 -4.608
H 9.467 -4.487 -5.886
H 9.977 -5.519 -3.412
H 8.477 -6.006 -4.241
```

---

[6]
# C18H40BeBrClF2MgN3O8P

A molecular structure, C18H40BeBrClF2MgN3O8P (ωB97M-V/def2-TZVPD, the Open Molecules 2025 dataset).

## Properties
orbital gap = 1.18 eV
calculated total energy = -143274.913 eV
LUMO = -5.88 eV
net charge = 0

```
76
C18H40BeBrClF2MgN3O8P (ωB97M-V/def2-TZVPD)
C -1.164 3.722 0.681
C -1.013 2.286 0.052
O -2.295 1.952 -0.477
C -2.178 0.803 -1.314
C -2.585 -0.495 -0.489
C -1.659 -1.682 -0.989
C -1.010 -2.401 0.259
C -1.428 -3.939 0.274
P -0.631 -4.703 1.831
C -1.581 -3.902 3.248
C -0.702 -2.767 3.939
O 0.412 -2.879 4.090
Cl -1.654 -1.213 4.498
H -1.805 4.308 -0.011
H -1.691 3.572 1.651
H -0.165 4.191 0.796
H -0.656 1.549 0.813
H -0.256 2.364 -0.757
H -2.840 0.881 -2.197
H -1.105 0.740 -1.605
H -3.661 -0.748 -0.696
H -2.467 -0.256 0.582
H -0.829 -1.363 -1.651
H -2.293 -2.452 -1.519
H -1.287 -1.956 1.257
H 0.104 -2.415 0.251
H -1.102 -4.465 -0.644
H -2.537 -3.971 0.417
H 0.709 -4.218 1.762
H -2.522 -3.399 2.851
H -1.895 -4.585 4.060
N 0.150 1.889 -3.360
O 1.002 2.081 -2.476
O -0.167 0.707 -3.677
O -0.397 2.843 -3.924
Be -1.298 5.331 2.899
C -1.672 -0.684 -5.570
N -2.252 -1.350 -4.382
O -1.797 -2.420 -4.038
O -3.177 -0.775 -3.803
H -0.878 -1.309 -5.963
H -2.473 -0.564 -6.298
H -1.280 0.286 -5.239
C -5.924 -0.505 3.390
C -5.077 -1.537 2.764
N -4.431 -2.341 2.275
H -6.886 -0.935 3.667
H -5.435 -0.118 4.284
H -6.086 0.314 2.690
C 2.781 0.659 0.816
C 3.599 0.838 -0.459
C 4.589 -0.301 -0.698
C 5.668 -0.459 0.375
C 6.531 0.780 0.610
C 7.333 1.194 -0.614
H 3.415 0.650 1.706
H 2.070 1.486 0.926
H 2.218 -0.271 0.788
H 4.121 1.799 -0.431
H 2.914 0.887 -1.308
H 5.062 -0.155 -1.674
H 4.036 -1.244 -0.769
H 6.317 -1.296 0.093
H 5.202 -0.749 1.322
H 7.228 0.569 1.430
H 5.913 1.618 0.944
H 7.999 0.385 -0.940
H 7.952 2.064 -0.384
H 6.681 1.462 -1.454
Br -0.545 -0.585 2.502
Mg -4.076 -2.575 -2.375
F 6.816 3.542 -1.583
F 1.641 -1.964 1.704
O -4.171 6.132 1.897
H -4.418 5.629 1.113
H -5.012 6.433 2.259
```

---

no.,molecular weight (g mol⁻¹)
1,512.81
2,366.49
3,738.32
4,463.05
5,892.87
6,644.18